DFT (the ωB97M-V functional and the def2-TZVPD basis) results for a cluster of 2 separate species, C3H6N4O2 in total.

Output
HOMO-LUMO gap (spin up / spin down)	9.2 / 9.2	eV
HOMO energy (spin up / spin down)	-19.5 / -19.5	eV
energy	-13238.9828	eV
energy above the lowest of the compared OMol25 structures with the same formula, charge and spin	56.6	kcal per mole
charge	+2

Cartesian coordinates (Å):
1 O -2.47 -1.29 -0.03
2 O 3.22 -0.79 0.32
3 N -1.91 0.82 0.25
4 N 2.01 -1.13 -0.12
5 N -0.80 0.11 0.08
6 N 0.80 1.83 -0.19
7 C -2.94 0.04 0.16
8 C 0.51 0.61 -0.08
9 C -1.21 -1.15 -0.14
10 H 2.14 -1.07 -1.07
11 H 3.30 -1.08 1.31
12 H 1.79 1.97 -0.47
13 H 0.14 2.61 -0.05
14 H -0.62 -1.97 -0.34
15 H -3.95 0.48 0.38